(1)
DFT (ωB97M-V/def2-TZVPD) results for a structure of composition C7H17BrN2O5.

Computed properties:
2S+1	1
relative energy (zero: lowest compared OMol25 entry of this formula, charge and spin)	0.0	kcal/mol
HOMO-LUMO gap	8.92	eV

Last column: natural (NBO) charge in e.
Element x y z (Å)
C (10.97, 5.79, 4.36)  -0.7442
C (11.39, 6.94, 3.51)  0.7103
O (11.05, 6.99, 2.39)  -0.4655
N (12.08, 8.13, 4.10)  -0.6870
H (13.00, 8.10, 3.66)  0.4558
H (11.67, 9.12, 3.67)  0.4323
C (11.93, 8.44, 5.58)  -0.4340
H (10.49, 5.11, 3.62)  0.2600
H (10.17, 6.14, 5.04)  0.2580
H (11.71, 5.21, 4.84)  0.2423
H (10.95, 8.08, 5.98)  0.2306
H (12.05, 9.53, 5.68)  0.2602
H (12.79, 8.03, 6.09)  0.2135
C (6.15, 14.73, 5.39)  -0.7072
C (6.70, 13.32, 5.19)  0.6744
O (6.15, 12.42, 5.79)  -0.6740
N (7.72, 13.08, 4.37)  -0.5898
H (5.60, 10.03, 5.33)  0.5365
H (7.79, 13.76, 3.68)  0.3858
C (8.21, 11.76, 4.14)  -0.4348
H (6.62, 15.18, 6.26)  0.2389
H (5.07, 14.69, 5.54)  0.2404
H (6.32, 15.47, 4.61)  0.2130
H (7.47, 11.07, 3.64)  0.2003
H (8.35, 11.35, 5.14)  0.2164
H (9.22, 11.82, 3.62)  0.2383
Br (12.49, 10.69, 3.07)  -0.7315
O (4.66, 7.42, 4.50)  -0.6458
C (5.53, 8.19, 4.97)  0.9634
O (6.55, 7.71, 5.53)  -0.6588
O (5.36, 9.41, 4.59)  -0.6977
H (3.81, 7.83, 4.34)  0.4999



(2)
DFT (ωB97M-V/def2-TZVPD) results for a cluster of 3 separate species, C17H36NO10P2S in total.

Computed properties:
2S+1	1
HOMO-LUMO gap	7.04	eV
charge	+1

Last column: natural (NBO) charge in e.
Element x y z (Å)
C (-6.43, -3.86, -0.29)  -0.0421
C (-6.31, -3.70, -1.46)  0.0475
N (-6.39, -3.83, -2.87)  -0.6085
C (-5.95, -2.62, -3.46)  0.0223
C (-5.83, -1.65, -4.14)  0.0009
S (-5.36, -5.26, -3.47)  2.2017
C (-6.32, -6.70, -2.98)  -0.8485
O (-5.25, -5.15, -4.88)  -0.8351
O (-4.08, -5.23, -2.86)  -0.8236
H (-6.65, -4.03, 0.74)  0.2797
H (-7.36, -4.05, -3.16)  0.4765
H (-5.85, -0.63, -4.47)  0.2852
H (-6.46, -6.63, -1.90)  0.2697
H (-5.81, -7.61, -3.28)  0.3152
H (-7.31, -6.57, -3.43)  0.2584
O (-2.79, 1.11, -2.98)  -0.9243
P (-1.28, 1.07, -3.04)  2.4030
O (-1.19, -0.42, -2.31)  -0.8076
C (-1.47, -1.58, -3.08)  -0.0636
C (-0.40, -1.86, -4.12)  -0.6352
O (-1.05, 2.09, -1.76)  -0.8237
C (-1.97, 3.14, -1.47)  -0.0583
C (-2.95, 2.72, -0.39)  -0.6330
O (0.35, 1.02, -3.26)  -0.8180
C (1.33, 1.07, -2.20)  -0.0386
C (1.30, -0.05, -1.18)  -0.6382
H (-2.46, -1.48, -3.55)  0.1598
H (-1.52, -2.42, -2.38)  0.1822
H (-0.37, -1.07, -4.87)  0.2034
H (-0.59, -2.81, -4.63)  0.2129
H (0.58, -1.90, -3.66)  0.2201
H (-2.49, 3.46, -2.38)  0.1822
H (-1.40, 4.00, -1.13)  0.1841
H (-3.32, 1.70, -0.55)  0.2170
H (-3.81, 3.40, -0.35)  0.2125
H (-2.46, 2.73, 0.58)  0.2081
H (1.28, 2.04, -1.70)  0.1996
H (2.29, 1.04, -2.71)  0.1905
H (0.44, 0.02, -0.53)  0.2242
H (2.19, 0.01, -0.55)  0.2394
H (1.29, -1.03, -1.66)  0.2018
O (3.10, 1.37, 1.92)  -0.9972
P (4.04, 2.13, 2.80)  2.4893
O (4.82, 0.93, 3.60)  -0.8086
C (5.76, 0.12, 2.90)  -0.0680
C (7.01, 0.88, 2.51)  -0.6363
O (2.96, 2.63, 3.94)  -0.8437
C (1.57, 2.70, 3.65)  -0.0554
C (0.85, 1.46, 4.14)  -0.6324
O (5.07, 3.33, 3.17)  -0.8204
C (5.23, 3.87, 4.49)  -0.0420
C (5.72, 2.92, 5.56)  -0.6383
H (5.28, -0.32, 2.02)  0.1822
H (6.02, -0.70, 3.57)  0.1895
H (6.79, 1.67, 1.78)  0.2053
H (7.75, 0.21, 2.06)  0.2202
H (7.46, 1.36, 3.37)  0.2130
H (1.40, 2.86, 2.58)  0.1857
H (1.17, 3.59, 4.16)  0.1769
H (1.40, 0.55, 3.91)  0.2235
H (-0.15, 1.39, 3.70)  0.2066
H (0.74, 1.49, 5.23)  0.2055
H (4.32, 4.37, 4.80)  0.1969
H (5.98, 4.67, 4.37)  0.1895
H (4.96, 2.20, 5.84)  0.2279
H (5.97, 3.49, 6.46)  0.2211
H (6.60, 2.37, 5.24)  0.2097



(3)
DFT (ωB97M-V/def2-TZVPD) results for the ion C2H4O3P with charge -1.

Computed properties:
2S+1	1
relative energy (zero: lowest compared OMol25 entry of this formula, charge and spin)	39.3	kcal/mol
HOMO-LUMO gap	7.56	eV
charge	-1
structure (SMILES)	CC(=O)P([O-])O

Last column: natural (NBO) charge in e.
Element x y z (Å)
C (0.08, 0.92, 0.24)  0.2924
C (1.35, 0.10, 0.37)  -0.7502
O (-1.13, -1.42, 0.91)  -1.1721
O (0.11, 2.12, 0.10)  -0.5937
O (-1.67, -0.26, -1.60)  -1.0817
P (-1.55, -0.07, 0.45)  1.1892
H (2.07, 0.60, 1.02)  0.2017
H (1.78, -0.01, -0.62)  0.2253
H (1.08, -0.88, 0.76)  0.2505
H (-2.12, -1.11, -1.64)  0.4384



(4)
DFT (ωB97M-V/def2-TZVPD) results for a cluster of 24 separate species, C28H105F6N3O23P in total.

Computed properties:
2S+1	1
HOMO-LUMO gap	9.02	eV
charge	-1

Last column: Mulliken charge in e.
Element x y z (Å)
P (0.63, -0.19, 0.35)  2.3606
F (1.22, -1.22, 1.42)  -0.6977
F (-0.92, -0.44, 0.83)  -0.3824
F (0.73, 0.91, 1.58)  -0.3473
F (0.19, 0.99, -0.74)  -0.3432
F (2.13, 0.29, 0.01)  -0.4971
F (0.56, -1.33, -0.85)  0.0368
C (-2.89, 0.83, -2.18)  -1.0997
C (-3.26, -0.46, -1.42)  0.5951
O (-4.21, -0.19, -0.43)  -0.5903
H (-3.76, 1.35, -2.58)  0.4356
H (-2.34, 0.52, -3.07)  0.3620
H (-2.15, 1.47, -1.69)  0.2443
H (-2.34, -0.74, -0.89)  -0.4791
H (-3.67, -1.24, -2.07)  0.4077
H (-3.93, 0.58, 0.06)  0.2810
C (-2.72, -4.08, 0.16)  -0.4231
C (-3.01, -3.67, 1.56)  0.2930
O (-2.53, -4.60, 2.49)  -0.5604
H (-3.10, -3.35, -0.55)  0.1262
H (-3.25, -5.00, -0.11)  0.3584
H (-1.64, -4.23, 0.17)  -0.0869
H (-4.06, -3.45, 1.74)  -0.1906
H (-2.49, -2.78, 1.91)  0.1949
H (-1.58, -4.57, 2.36)  0.2780
C (3.92, -1.34, -2.89)  -0.7451
C (4.76, -1.38, -1.60)  0.2650
O (5.77, -2.38, -1.79)  -0.5315
H (3.14, -0.58, -2.87)  0.1273
H (3.41, -2.27, -3.14)  0.1019
H (4.57, -1.07, -3.73)  0.3830
H (4.12, -1.50, -0.72)  -0.2407
H (5.14, -0.39, -1.36)  0.4102
H (6.51, -2.03, -1.28)  0.3077
C (2.35, 7.81, 1.49)  -1.3831
C (1.42, 6.60, 1.78)  0.4437
O (1.25, 6.32, 3.17)  -0.5375
H (2.26, 8.07, 0.44)  0.3396
H (3.33, 7.59, 1.91)  0.3157
H (1.99, 8.73, 1.97)  0.3587
H (1.69, 5.71, 1.21)  0.0118
H (0.44, 6.86, 1.38)  0.2627
H (0.31, 6.32, 3.34)  0.2858
C (-1.71, 4.04, 4.26)  -0.6225
C (-2.24, 5.31, 4.74)  -0.3405
O (-1.54, 6.32, 4.07)  -0.4736
H (-1.80, 3.87, 3.19)  0.0667
H (-2.16, 3.10, 4.60)  0.2540
H (-0.67, 3.87, 4.53)  0.2699
H (-2.18, 5.36, 5.83)  0.2902
H (-3.30, 5.38, 4.51)  0.3238
H (-1.87, 7.21, 4.20)  0.2255
C (5.28, 3.20, 1.79)  -1.5291
C (3.77, 3.31, 2.15)  0.4387
O (3.11, 3.09, 0.96)  -0.3208
H (5.66, 2.27, 1.36)  0.2291
H (5.83, 3.44, 2.70)  0.4085
H (5.55, 3.91, 1.01)  0.3703
H (3.42, 4.22, 2.63)  0.2413
H (3.67, 2.43, 2.79)  -0.0635
H (2.46, 2.38, 1.01)  0.0047
C (-1.46, 6.24, -1.82)  -1.7245
C (-0.63, 5.28, -0.91)  0.3988
O (-0.84, 3.95, -1.23)  -0.0751
H (-1.24, 6.09, -2.88)  0.3719
H (-1.20, 7.30, -1.74)  0.3987
H (-2.55, 6.20, -1.71)  0.3609
H (-0.64, 5.52, 0.15)  0.0585
H (0.39, 5.52, -1.22)  0.2174
H (-0.33, 3.41, -0.62)  -0.0693
C (1.24, -5.13, -2.69)  -0.1607
C (1.96, -6.48, -2.91)  -0.3657
O (3.11, -6.39, -3.83)  -0.5355
H (1.95, -4.35, -2.47)  -0.0058
H (0.53, -5.08, -1.86)  -0.0246
H (0.80, -4.71, -3.60)  0.2452
H (1.31, -7.23, -3.34)  0.3447
H (2.29, -6.76, -1.91)  0.2193
H (3.75, -5.79, -3.43)  0.2907
C (-5.06, 2.05, 4.51)  -0.8551
C (-5.97, 0.89, 4.78)  0.3760
C (-5.70, -0.27, 3.75)  -0.4584
O (-6.48, -1.48, 4.12)  -0.3740
C (-6.16, -2.65, 3.46)  -0.8122
N (-5.94, 0.59, 6.19)  -0.8810
H (-5.45, 2.64, 3.68)  0.3488
H (-4.05, 1.69, 4.31)  -0.1597
H (-5.05, 2.66, 5.41)  0.4190
H (-7.02, 1.18, 4.67)  0.2740
H (-4.63, -0.46, 3.69)  0.3037
H (-6.10, 0.14, 2.82)  0.2846
H (-5.87, -2.62, 2.41)  0.2926
H (-6.96, -3.35, 3.72)  0.3307
H (-5.36, -3.17, 3.98)  0.3201
H (-6.26, 1.40, 6.70)  0.2691
H (-6.76, 0.00, 6.24)  0.3198
C (2.87, -4.16, 0.96)  -0.9065
C (2.07, -4.79, 2.10)  0.4675
C (1.12, -5.79, 1.55)  -0.5163
O (0.25, -6.17, 2.61)  -0.3816
C (-0.42, -7.40, 2.35)  -0.7994
N (2.90, -5.44, 3.10)  -0.7036
H (3.15, -4.92, 0.22)  0.3445
H (3.82, -3.78, 1.34)  0.3906
H (2.32, -3.40, 0.41)  -0.0599
H (1.55, -3.97, 2.60)  -0.0349
H (1.72, -6.57, 1.08)  0.6287
H (0.60, -5.29, 0.73)  -0.0188
H (-0.86, -7.84, 3.24)  0.2684
H (0.35, -8.08, 1.99)  0.4031
H (-1.09, -7.28, 1.50)  0.2510
H (3.28, -6.08, 2.42)  0.3204
H (2.23, -6.03, 3.57)  0.2947
C (0.34, 0.64, -10.19)  -1.5388
C (1.02, -0.47, -9.39)  0.6862
C (0.15, -0.99, -8.24)  -0.3207
O (0.79, -2.07, -7.59)  -0.4309
C (0.65, -2.04, -6.18)  -0.5122
N (1.37, -1.56, -10.31)  -0.7398
H (1.00, 0.96, -10.99)  0.3915
H (0.15, 1.53, -9.59)  0.3384
H (-0.59, 0.26, -10.59)  0.3778
H (1.99, -0.05, -9.15)  0.1509
H (-0.74, -1.36, -8.75)  0.1774
H (-0.14, -0.26, -7.49)  0.2570
H (-0.42, -1.92, -6.01)  0.3626
H (1.17, -1.18, -5.76)  0.3331
H (0.86, -2.83, -5.45)  0.0315
H (1.90, -2.19, -9.73)  0.2433
H (1.82, -1.31, -11.18)  0.2037
O (-1.52, 3.25, -3.80)  -0.6345
H (-1.58, 3.71, -2.97)  0.1555
H (-2.38, 2.85, -3.92)  0.3004
O (4.78, -3.32, 3.93)  -0.6813
H (4.05, -3.93, 3.96)  0.3752
H (4.43, -2.54, 3.50)  0.3625
O (1.93, 0.54, 3.88)  -0.5010
H (1.40, 0.52, 3.08)  0.1088
H (2.64, -0.08, 3.72)  0.4079
O (0.02, -0.24, 6.11)  -0.5859
H (0.76, -0.19, 5.50)  0.3629
H (0.36, -0.75, 6.85)  0.2698
O (2.84, 2.86, 5.13)  -0.6596
H (2.44, 2.00, 5.01)  0.3748
H (2.61, 3.34, 4.33)  0.2864
O (-1.44, 1.04, -5.29)  -0.6980
H (-0.76, 0.56, -4.81)  0.2129
H (-1.25, 1.96, -5.11)  0.4732
O (3.77, -0.99, 2.51)  -0.6951
H (3.02, -1.01, 1.91)  0.1358
H (4.49, -0.67, 1.97)  0.2544
O (-0.92, -2.64, -3.15)  -0.4909
H (-0.45, -2.21, -2.43)  0.1870
H (-1.30, -3.42, -2.75)  0.2292
O (-3.70, 2.29, 1.36)  -0.6319
H (-3.12, 2.12, 2.10)  0.1773
H (-3.15, 2.75, 0.72)  0.2382
O (2.66, 5.01, -1.42)  -0.5714
H (2.57, 4.20, -0.93)  0.2524
H (3.27, 4.79, -2.13)  0.2542
O (0.65, 0.65, -3.52)  -0.6297
H (0.90, 1.40, -2.99)  0.1583
H (0.63, -0.08, -2.91)  0.1258
O (-1.88, 0.90, 2.99)  0.0490
H (-1.64, 0.65, 3.89)  0.0988
H (-1.17, 0.56, 2.45)  -0.1964



Which value of HOMO-LUMO gap does entry 4 give? 9.02 eV



Number 2 is which compound? C17H36NO10P2S



Please write out number 1 again, unchanged.
DFT (ωB97M-V/def2-TZVPD) results for a structure of composition C7H17BrN2O5.

Computed properties:
2S+1	1
relative energy (zero: lowest compared OMol25 entry of this formula, charge and spin)	0.0	kcal/mol
HOMO-LUMO gap	8.92	eV

Last column: natural (NBO) charge in e.
Element x y z (Å)
C (10.97, 5.79, 4.36)  -0.7442
C (11.39, 6.94, 3.51)  0.7103
O (11.05, 6.99, 2.39)  -0.4655
N (12.08, 8.13, 4.10)  -0.6870
H (13.00, 8.10, 3.66)  0.4558
H (11.67, 9.12, 3.67)  0.4323
C (11.93, 8.44, 5.58)  -0.4340
H (10.49, 5.11, 3.62)  0.2600
H (10.17, 6.14, 5.04)  0.2580
H (11.71, 5.21, 4.84)  0.2423
H (10.95, 8.08, 5.98)  0.2306
H (12.05, 9.53, 5.68)  0.2602
H (12.79, 8.03, 6.09)  0.2135
C (6.15, 14.73, 5.39)  -0.7072
C (6.70, 13.32, 5.19)  0.6744
O (6.15, 12.42, 5.79)  -0.6740
N (7.72, 13.08, 4.37)  -0.5898
H (5.60, 10.03, 5.33)  0.5365
H (7.79, 13.76, 3.68)  0.3858
C (8.21, 11.76, 4.14)  -0.4348
H (6.62, 15.18, 6.26)  0.2389
H (5.07, 14.69, 5.54)  0.2404
H (6.32, 15.47, 4.61)  0.2130
H (7.47, 11.07, 3.64)  0.2003
H (8.35, 11.35, 5.14)  0.2164
H (9.22, 11.82, 3.62)  0.2383
Br (12.49, 10.69, 3.07)  -0.7315
O (4.66, 7.42, 4.50)  -0.6458
C (5.53, 8.19, 4.97)  0.9634
O (6.55, 7.71, 5.53)  -0.6588
O (5.36, 9.41, 4.59)  -0.6977
H (3.81, 7.83, 4.34)  0.4999



The lowest HOMO-LUMO gap belongs to which entry? C17H36NO10P2S